C3H9NOS | wB97M-V/def2-TZVPD

```
! RIJCOSX wB97M-V def2-TZVPD def2/J DEFGRID3
* xyz 0 1
S -0.752 -0.516 0.248
O -0.537 -1.326 -0.961
N 2.135 -0.135 0.052
C 3.343 -0.438 0.163
C -2.585 -0.413 0.475
C -0.587 1.239 -0.299
H 3.829 -1.309 -0.283
H 1.590 -0.781 -0.518
H -2.778 0.231 1.326
H -1.027 1.334 -1.286
H 3.988 0.205 0.751
H 0.474 1.463 -0.336
H -2.961 -1.410 0.677
H -1.080 1.886 0.415
H -3.052 -0.028 -0.422
*
```

## Properties
- LUMO energy: 0.92 eV
- Molar mass: 107.2 g mol⁻¹
- Calculated total energy: -647.81802 a.u.
- ΔE to the lowest compared entry with this formula, charge and spin: 2.179 eV
- Kohn-Sham gap: 0.3638 Eh

Results of the natural (NBO) charge analysis, in e, for atoms 1 through 4: atom 1 (S): 1.251, atom 2 (O): -1.003, atom 3 (N): -0.640, atom 4 (C): -0.022

=====

C36H56O10 | wB97M-V/def2-TZVPD

```
! RIJCOSX wB97M-V def2-TZVPD def2/J DEFGRID3
* xyz 0 1
O 0.237 -0.559 4.143
O 3.265 2.837 -0.552
O -3.072 3.538 -0.343
O 0.333 2.198 -4.169
O -3.203 -2.791 -0.870
O -0.992 -0.076 -1.156
O -3.479 -6.765 3.509
O 4.293 -2.700 0.377
O 8.651 2.139 -0.707
O 1.454 4.624 5.654
C -0.777 -1.566 0.726
C 0.937 2.165 -5.486
C 6.484 1.433 0.205
C 0.365 0.563 0.715
C -2.134 3.892 -2.422
C 6.726 3.130 -1.479
C 7.429 2.214 -0.613
C 0.712 0.400 2.010
C -0.496 -1.692 2.089
C 0.148 -0.665 2.923
C -1.846 3.894 -0.930
C -3.606 4.209 -2.408
C -3.069 -5.436 3.195
C 2.224 -3.445 0.929
C -3.477 -7.516 2.327
C -0.816 3.742 5.789
C 4.457 2.558 -0.618
C -3.234 -4.091 -1.626
C 1.912 3.288 -5.450
C 1.350 2.491 -3.176
C 3.560 -2.208 -0.711
C -4.228 3.472 -1.193
C -3.391 -3.716 -3.080
C 2.127 -2.771 -0.431
C 5.374 3.220 -1.533
C -4.453 -2.637 -2.856
C 5.141 1.502 0.129
C 2.498 3.072 -4.033
C -0.146 3.284 4.507
C 3.433 -2.841 1.509
C 0.180 4.793 6.329
C -3.732 -6.525 1.217
C -3.981 -1.869 -1.636
C 1.318 3.384 4.915
C -0.526 -0.269 -0.050
C -3.321 -5.194 1.709
H -3.543 -4.683 3.825
H -3.830 5.275 -2.425
H -2.516 -8.006 2.169
H 1.471 -1.901 -0.456
H -2.351 -4.729 -1.648
H -4.852 -1.606 -1.035
H -4.151 -8.370 2.402
H -2.534 -3.146 -3.439
H 2.299 -4.497 0.656
H -3.794 -4.512 -3.707
H 1.359 1.161 -5.544
H -5.449 -3.064 -2.749
H 0.334 4.733 7.406
H -0.438 2.304 4.131
H -1.989 -5.295 3.239
H 4.917 3.752 -2.355
H 1.564 4.310 -5.596
H -0.353 3.921 3.647
H 1.394 1.093 2.479
H 1.756 -3.477 -1.173
H 2.904 3.996 -3.621
H -0.879 2.907 6.487
H 0.247 2.287 -6.321
H 3.482 -1.121 -0.744
H 1.318 -3.446 1.536
H -1.071 3.196 -0.613
H -2.371 -4.869 1.284
H -1.812 4.104 5.535
H 1.000 3.265 -2.493
H -4.076 3.863 -3.329
H -5.059 4.024 -0.754
H 1.932 3.379 4.014
H -0.586 -2.674 2.528
H -3.234 -1.088 -1.778
H 2.732 3.141 -6.153
H 4.580 0.856 0.788
H -4.798 -6.657 1.027
H 6.889 0.584 0.735
H -1.152 -2.438 0.210
H 0.895 1.328 0.167
H -1.978 2.889 -2.817
H -4.502 -2.088 -3.797
H 1.630 2.563 5.560
H -1.611 4.920 -0.645
H -4.555 2.493 -1.543
H -0.306 5.744 6.115
H 3.247 -1.890 2.007
H -1.612 4.698 -2.937
H 3.260 2.294 -4.063
H 7.296 3.718 -2.183
H 4.004 -2.371 -1.693
H -4.034 -4.676 -1.173
H 3.958 -3.455 2.240
H -3.301 -6.696 0.230
H 1.733 1.690 -2.544
H -4.090 -4.442 1.533
*
```

## Properties
- SMILES string: O=C1C=CC(=O)C=C1.O=C1C=CC(=O)C=C1.C1CCOC1.C1CCOC1.C1CCOC1.C1CCOC1.C1CCOC1.C1CCOC1
- LUMO energy: -2.15 eV
- Molar mass: 648.8 g mol⁻¹
- Calculated total energy: -2157.42462 a.u.
- Kohn-Sham gap: 0.2636 Eh

Results of the Löwdin charge analysis, in e, for atoms 1 through 4: atom 1 (O): 0.095, atom 2 (O): 0.097, atom 3 (O): -0.155, atom 4 (O): -0.155

=====

C7H12N2 | wB97M-V/def2-TZVPD

```
! RIJCOSX wB97M-V def2-TZVPD def2/J DEFGRID3
* xyz 0 1
N -0.270 -2.888 -0.165
N -1.254 0.514 0.724
C 2.018 0.077 1.117
C -0.207 -1.730 -0.207
C -2.521 -0.146 0.808
C 1.096 0.643 0.078
C -0.290 0.145 -0.226
C 2.337 -0.071 -0.349
C -0.627 0.473 -1.661
H -0.336 -0.191 -2.473
H 2.485 1.003 1.712
H 3.173 0.538 -0.582
H -0.239 1.520 -1.768
H 1.718 -0.801 1.623
H -0.740 0.667 1.667
H 2.364 -0.970 -0.936
H -3.073 0.490 1.409
H -2.295 -1.208 1.339
H 1.077 1.734 -0.192
H -2.767 -0.251 -0.264
H -1.650 0.452 -1.655
*
```

## Properties
- SMILES string: CN[C@](C)(C#N)C1CC1
- LUMO energy: 0.85 eV
- Molar mass: 124.2 g mol⁻¹
- Calculated total energy: -383.30889 a.u.
- ΔE to the lowest compared entry with this formula, charge and spin: 3.111 eV
- Kohn-Sham gap: 0.3817 Eh

Results of the natural (NBO) charge analysis, in e, for atoms 1 through 4: atom 1 (N): -0.431, atom 2 (N): -0.621, atom 3 (C): -0.418, atom 4 (C): 0.140

=====

C7H13NO2 | wB97M-V/def2-TZVPD

```
! RIJCOSX wB97M-V def2-TZVPD def2/J DEFGRID3
* xyz 0 1
O -1.202 -2.420 -1.817
O -0.485 -1.709 0.122
N -0.452 0.869 0.402
C 1.240 0.517 -1.470
C 1.380 -0.415 1.590
C -0.055 -0.119 1.229
C -0.829 -1.396 -1.028
C -1.040 -0.441 2.316
C -0.733 2.079 -1.631
C -0.033 1.024 -0.822
H -0.965 0.328 3.091
H 2.099 0.004 0.895
H -1.147 -3.261 -1.318
H 1.577 0.008 2.580
H -0.824 -1.410 2.765
H 1.524 -1.495 1.659
H 1.600 -0.421 -1.065
H 2.017 1.282 -1.338
H -2.053 -0.432 1.919
H -0.033 2.878 -1.899
H 1.080 0.389 -2.539
H -1.571 2.495 -1.076
H -1.096 1.645 -2.565
*
```

## Properties
- LUMO energy: 0.29 eV
- Molar mass: 143.2 g mol⁻¹
- Calculated total energy: -479.66136 a.u.
- ΔE to the lowest compared entry with this formula, charge and spin: 3.678 eV
- Kohn-Sham gap: 0.3000 Eh

Results of the natural (NBO) charge analysis, in e, for atoms 1 through 4: atom 1 (O): -0.702, atom 2 (O): -0.649, atom 3 (N): -0.591, atom 4 (C): -0.711

=====

C5H7NO | wB97M-V/def2-TZVPD

```
! RIJCOSX wB97M-V def2-TZVPD def2/J DEFGRID3
* xyz 0 1
O 0.280 2.101 0.195
N -0.503 -1.296 0.563
C -0.281 0.934 0.709
C 0.916 -0.520 -0.799
C 0.637 -0.276 0.686
C -1.398 0.211 -0.101
C -0.593 -0.794 -0.853
H -0.615 1.192 1.719
H 1.332 0.301 -1.391
H -1.407 -1.057 1.066
H 1.490 -1.438 -0.954
H -0.131 2.375 -0.627
H 1.405 -0.429 1.449
H -1.069 -1.423 -1.606
*
```

## Properties
- LUMO energy: 0.63 eV
- Molar mass: 97.1 g mol⁻¹
- Calculated total energy: -324.52922 a.u.
- ΔE to the lowest compared entry with this formula, charge and spin: 5.313 eV
- Kohn-Sham gap: 0.3360 Eh

Results of the natural (NBO) charge analysis, in e, for atoms 1 through 4: atom 1 (O): -0.714, atom 2 (N): -0.471, atom 3 (C): -0.007, atom 4 (C): -0.426

=====

C26H43AsNO2SSi2Sr | wB97M-V/def2-TZVPD

```
! RIJCOSX wB97M-V def2-TZVPD def2/J DEFGRID3
* xyz 1 1
Sr 0.504 0.073 -0.585
As -2.317 0.297 0.037
S 0.745 -2.564 0.425
Si -3.093 -1.828 -0.474
Si -3.453 1.542 -1.558
O 1.183 -2.006 -0.945
O 2.866 0.521 0.682
N 0.539 2.933 -0.161
C 3.597 2.684 1.344
C 4.340 -2.440 3.149
C -0.886 5.978 0.491
C 0.802 -6.212 -1.240
C 0.390 -7.019 -0.190
C 3.083 -2.128 3.644
C 0.494 5.564 -0.034
C 0.724 6.127 -1.442
C -5.245 1.680 -1.084
C 0.195 -5.100 1.248
C 2.172 -2.512 1.472
C 5.157 0.918 0.291
C -2.806 -2.850 1.088
C 3.791 1.315 0.773
C 0.538 4.080 -0.114
C 1.979 -2.160 2.798
C -2.756 3.278 -1.521
C -4.926 -1.884 -0.811
C 0.918 -4.838 -1.063
C 0.626 -4.317 0.185
C 4.512 -2.787 1.808
C 1.598 6.029 0.923
C 0.086 -6.466 1.051
C -2.260 -2.713 -1.907
C -3.310 0.877 -3.297
C 3.426 -2.821 0.956
H 5.905 1.686 0.470
H -3.298 3.924 -2.220
H -2.864 3.691 -0.515
H 5.108 0.705 -0.779
H 1.460 5.608 1.919
H -0.925 7.067 0.544
H -5.741 0.710 -1.076
H -0.050 -4.658 2.206
H 1.560 7.116 1.001
H -5.321 2.099 -0.078
H -5.187 -1.423 -1.767
H 5.496 -3.043 1.437
H 1.700 5.835 -1.832
H -3.767 1.568 -4.014
H -5.473 -1.365 -0.022
H 2.586 5.747 0.556
H -0.245 -7.099 1.863
H -2.023 -2.413 1.713
H -2.539 -3.890 0.866
H -1.068 5.575 1.488
H 3.539 -3.080 -0.090
H -2.697 -3.711 -2.024
H -1.696 3.295 -1.785
H -5.787 2.334 -1.775
H 1.219 -4.187 -1.872
H -2.263 0.737 -3.580
H 5.196 -2.419 3.810
H 0.990 -1.913 3.166
H -1.677 5.633 -0.173
H -5.266 -2.924 -0.839
H 1.028 -6.646 -2.205
H 5.449 -0.008 0.789
H -3.720 -2.859 1.687
H 4.428 2.953 1.997
H 2.648 2.755 1.866
H -3.815 -0.088 -3.395
H -1.182 -2.842 -1.766
H 0.294 -8.086 -0.338
H 2.957 -1.859 4.684
H 0.683 7.215 -1.396
H -0.046 5.781 -2.131
H 3.595 3.395 0.511
H -2.405 -2.167 -2.843
*
```

## Properties
- LUMO energy: -2.67 eV
- Molar mass: 652.4 g mol⁻¹
- Calculated total energy: -4465.32099 a.u.
- Kohn-Sham gap: 0.2258 Eh

Results of the natural (NBO) charge analysis, in e, for atoms 1 through 4: atom 1 (Sr): 1.771, atom 2 (As): -1.097, atom 3 (S): 1.192, atom 4 (Si): 1.400

=====

We obtain HOMO values of -0.3299 -0.3426 -0.3505 -0.2894 -0.3128 -0.3239 Eh for the records listed above, in that order.